DFT (ωB97M-V with the def2-TZVPD basis set) results for a 11-piece molecular cluster, C64H153N11O11 overall at a distorted geometry.

Results
E_HOMO ... -7.995 eV
Energy relative to the best compared isomer or geometry (same formula, charge and spin) ... 175.3 kcal per mole
SMILES ... CC1(C)CCCC(C)(C)N1O.CC1(C)CCCC(C)(C)N1O.CC1(C)CCCC(C)(C)N1O.CC1(C)CCCC(C)(C)N1O.COC[C@H](C)N.COC[C@H](C)N.COC[C@H](C)N.COC[C@H](C)N.COC[C@H](C)N.COC[C@H](C)N.COC[C@H](C)N
Charge ... 0
Frontier orbital gap ... 0.3095 hartree
Maximum force ... 4.2 eV/A

Each line ends with the Löwdin charge.
CARTESIAN COORDINATES (ANGSTROEM)
C (16.66540, -1.85016, 2.19373)  -0.03
C (16.72517, -1.49097, 3.74842)  -0.44
C (17.90970, -0.45339, 3.98441)  -0.02
C (15.41213, -0.73150, 4.10303)  -0.16
C (15.22422, -0.47646, 5.58912)  -0.19
C (15.27711, -1.82415, 6.33404)  -0.15
C (16.50986, -2.70389, 6.10057)  -0.45
C (17.63960, -2.16140, 6.98080)  -0.03
C (16.08281, -4.18141, 6.42534)  -0.03
N (16.74449, -2.70932, 4.60742)  -0.14
O (17.76094, -3.51103, 4.17551)  -0.02
H (16.49446, -0.99700, 1.53722)  0.08
H (17.61822, -2.32609, 1.96194)  0.07
H (15.93444, -2.62776, 1.97203)  0.07
H (17.70658, 0.07134, 4.91796)  0.05
H (18.81497, -1.00052, 4.24752)  0.07
H (18.14723, 0.28668, 3.22023)  0.08
H (15.43518, 0.26658, 3.66552)  0.11
H (14.52675, -1.22699, 3.70466)  0.12
H (15.99867, 0.18541, 5.97674)  0.09
H (14.34210, 0.12695, 5.80326)  0.11
H (14.34122, -2.36529, 6.19482)  0.11
H (15.29832, -1.48102, 7.36841)  0.11
H (18.63948, -2.40922, 6.62455)  0.08
H (17.52988, -2.51168, 8.00713)  0.08
H (17.69292, -1.07762, 7.08418)  0.07
H (16.67557, -5.00405, 6.02535)  0.07
H (15.21659, -4.51437, 5.85359)  0.08
H (15.98682, -4.28219, 7.50642)  0.08
H (17.24648, -4.13222, 3.65488)  0.11
C (25.30769, -11.89472, 9.43845)  -0.03
C (23.83201, -12.15739, 9.00844)  -0.52
C (23.52040, -13.63553, 8.96772)  -0.04
C (22.95604, -11.52201, 10.13213)  -0.13
C (21.46038, -11.46561, 9.72856)  -0.19
C (21.25877, -10.67729, 8.46459)  -0.15
C (22.20786, -11.15117, 7.31037)  -0.47
C (21.56734, -12.33931, 6.54087)  -0.02
C (22.27883, -9.85377, 6.48981)  -0.05
N (23.57475, -11.43426, 7.79085)  -0.13
O (24.36186, -11.92005, 6.75450)  -0.01
H (26.06830, -12.45633, 8.89608)  0.08
H (25.56114, -10.84472, 9.29232)  0.08
H (25.42371, -11.99704, 10.51742)  0.08
H (24.06633, -14.15390, 8.17946)  0.09
H (23.70945, -14.16670, 9.90057)  0.09
H (22.45861, -13.85852, 8.86301)  0.06
H (23.01868, -12.03621, 11.09118)  0.12
H (23.34163, -10.51943, 10.31721)  0.12
H (21.05954, -12.47911, 9.71287)  0.10
H (20.89445, -10.92497, 10.48721)  0.11
H (21.36759, -9.63497, 8.76432)  0.12
H (20.23967, -10.88161, 8.13628)  0.12
H (22.22245, -12.79218, 5.79666)  0.08
H (20.70280, -11.93522, 6.01420)  0.08
H (21.23434, -13.23868, 7.05890)  0.07
H (22.70733, -9.00529, 7.02327)  0.09
H (21.30968, -9.54464, 6.09831)  0.08
H (22.86301, -10.06934, 5.59517)  0.08
H (24.95233, -11.20366, 6.51010)  0.11
C (25.70344, -19.51071, 4.04261)  -0.02
C (24.46505, -20.36434, 3.66972)  -0.54
C (24.23437, -21.41107, 4.78666)  -0.04
C (23.23063, -19.53115, 3.67501)  -0.14
C (22.97267, -18.55393, 2.42584)  -0.14
C (23.03209, -19.49378, 1.22353)  -0.19
C (24.24714, -20.41800, 1.14937)  -0.47
C (23.80030, -21.35442, -0.10867)  -0.02
C (25.47048, -19.55342, 0.77763)  -0.03
N (24.45599, -21.11144, 2.41282)  -0.11
O (25.53659, -22.00771, 2.30383)  -0.01
H (25.76497, -18.51746, 3.59789)  0.07
H (25.84461, -19.40238, 5.11799)  0.08
H (26.53862, -20.12306, 3.70262)  0.08
H (23.55642, -22.20902, 4.48373)  0.09
H (25.17921, -21.92230, 4.97113)  0.08
H (24.02072, -20.98636, 5.76751)  0.09
H (22.38528, -20.19960, 3.83827)  0.12
H (23.37344, -18.88248, 4.53926)  0.12
H (21.97500, -18.18832, 2.66891)  0.10
H (23.65560, -17.71588, 2.28665)  0.10
H (22.96862, -18.83971, 0.35389)  0.12
H (22.09989, -20.05115, 1.31537)  0.12
H (23.02446, -21.98364, 0.32750)  0.07
H (24.65910, -21.95303, -0.41236)  0.07
H (23.46694, -20.89475, -1.03908)  0.08
H (25.37976, -19.09572, -0.20745)  0.09
H (26.31690, -20.23969, 0.80419)  0.08
H (25.68949, -18.77679, 1.51041)  0.06
H (25.08632, -22.84414, 2.44249)  0.10
C (29.18564, -20.92565, 12.56009)  -0.03
C (28.18373, -20.02394, 13.32690)  -0.48
C (28.48552, -18.63545, 12.94506)  -0.08
C (26.70509, -20.27323, 12.81102)  -0.15
C (26.12349, -21.63069, 13.18700)  -0.18
C (26.08262, -21.74814, 14.76709)  -0.11
C (27.48458, -21.41424, 15.44445)  -0.48
C (27.07838, -21.12849, 16.89592)  -0.06
C (28.43894, -22.61579, 15.29862)  -0.04
N (28.16790, -20.25084, 14.82908)  -0.09
O (29.27135, -19.69349, 15.58297)  -0.01
H (28.72460, -21.88119, 12.31012)  0.06
H (29.54720, -20.53724, 11.60798)  0.08
H (30.09372, -21.06213, 13.14734)  0.09
H (29.53173, -18.35216, 13.06035)  0.09
H (28.31007, -18.53574, 11.87391)  0.09
H (27.89221, -17.88923, 13.47349)  0.09
H (25.97143, -19.54519, 13.15712)  0.12
H (26.57188, -20.23707, 11.72979)  0.12
H (25.09195, -21.64972, 12.83535)  0.11
H (26.72849, -22.42378, 12.74758)  0.09
H (25.86275, -22.80833, 14.89254)  0.11
H (25.24305, -21.25447, 15.25650)  0.11
H (26.55093, -20.17649, 16.95575)  0.08
H (27.97260, -20.94039, 17.49013)  0.07
H (26.50849, -21.85791, 17.47147)  0.09
H (28.42109, -23.10034, 14.32241)  0.07
H (28.05687, -23.33782, 16.02027)  0.07
H (29.47281, -22.47358, 15.61322)  0.08
H (28.88355, -18.92856, 16.01435)  0.09
C (15.37054, -13.06699, 0.90605)  -0.08
O (15.70069, -12.29298, -0.27875)  -0.22
C (16.11623, -10.91970, -0.03773)  -0.18
C (15.03055, -9.95633, 0.58033)  -0.39
C (13.75853, -9.86724, -0.35045)  -0.06
N (15.64799, -8.57877, 0.67848)  0.02
H (15.41911, -14.09776, 0.55498)  0.09
H (14.31893, -12.88274, 1.12576)  0.08
H (16.00375, -12.80009, 1.75217)  0.09
H (16.88819, -10.93927, 0.73155)  0.11
H (16.42483, -10.49286, -0.99203)  0.12
H (14.80099, -10.29565, 1.59040)  0.12
H (12.92913, -9.35471, 0.13690)  0.07
H (13.45677, -10.88411, -0.60148)  0.07
H (13.96758, -9.29517, -1.25441)  0.07
H (16.02106, -8.30978, -0.22072)  0.05
H (14.80178, -8.03263, 0.60256)  0.05
C (18.80427, -17.84669, 14.91862)  -0.13
O (17.40963, -17.99131, 14.89112)  -0.20
C (16.90888, -18.02938, 16.24217)  -0.16
C (15.33798, -18.30452, 16.28487)  -0.43
C (14.37411, -17.19798, 15.87695)  -0.07
N (15.01083, -18.63170, 17.64711)  0.01
H (19.18003, -18.79788, 15.29564)  0.08
H (19.05705, -17.03849, 15.60492)  0.09
H (19.28631, -17.73606, 13.94728)  0.09
H (17.43087, -18.86518, 16.70808)  0.11
H (17.18274, -17.12886, 16.79186)  0.12
H (15.07800, -19.15021, 15.64823)  0.13
H (14.43681, -16.31494, 16.51288)  0.07
H (13.34883, -17.54286, 16.01090)  0.07
H (14.60315, -16.76276, 14.90421)  0.08
H (15.65058, -19.37841, 17.87785)  0.06
H (14.10070, -19.06187, 17.56515)  0.07
C (23.11760, 1.87607, 11.48490)  -0.09
O (23.99033, 0.79515, 11.79792)  -0.18
C (23.63225, -0.35908, 11.17602)  -0.26
C (24.70586, -1.54319, 11.25023)  -0.37
C (24.19760, -2.78944, 10.44191)  -0.07
N (24.86637, -1.89586, 12.65717)  0.02
H (23.15966, 1.95447, 10.39853)  0.08
H (23.50180, 2.77510, 11.96680)  0.09
H (22.06974, 1.79743, 11.77455)  0.09
H (22.59851, -0.67857, 11.30795)  0.13
H (23.78240, -0.10929, 10.12571)  0.11
H (25.65011, -1.20092, 10.82674)  0.13
H (24.36642, -2.72524, 9.36698)  0.07
H (23.18091, -3.14183, 10.61588)  0.07
H (24.74105, -3.72248, 10.59090)  0.07
H (23.94987, -2.06157, 13.04791)  0.06
H (25.06293, -1.05456, 13.18031)  0.06
C (20.65191, -4.54563, 15.91638)  -0.09
O (20.47475, -3.15234, 15.59711)  -0.18
C (20.14767, -2.49789, 16.77164)  -0.26
C (19.85910, -0.93137, 16.60127)  -0.42
C (19.48695, -0.29551, 17.93414)  -0.08
N (18.75750, -0.80128, 15.70152)  0.03
H (19.71230, -5.00378, 16.22510)  0.09
H (21.43599, -4.75966, 16.64268)  0.09
H (21.04669, -4.96734, 14.99204)  0.09
H (19.32045, -3.00384, 17.26946)  0.11
H (20.85812, -2.68480, 17.57690)  0.11
H (20.81284, -0.50601, 16.28894)  0.14
H (18.67006, -0.78672, 18.46279)  0.07
H (19.15451, 0.74025, 17.86499)  0.08
H (20.29658, -0.28196, 18.66382)  0.07
H (17.94926, -1.24997, 16.10835)  0.08
H (19.01669, -1.29960, 14.86212)  0.07
C (28.90329, -7.56557, 18.37843)  -0.09
O (29.24116, -8.01990, 17.05598)  -0.16
C (29.25969, -7.03470, 16.12946)  -0.27
C (29.34650, -7.61683, 14.65447)  -0.40
C (30.74660, -8.31186, 14.44799)  -0.06
N (29.19749, -6.53277, 13.73556)  0.02
H (27.98503, -6.98461, 18.46441)  0.08
H (29.66423, -6.94188, 18.84756)  0.08
H (28.83516, -8.41414, 19.05915)  0.08
H (28.41077, -6.35149, 16.10390)  0.11
H (30.12267, -6.39014, 16.29655)  0.12
H (28.58477, -8.38836, 14.54216)  0.14
H (31.00823, -9.10924, 15.14357)  0.07
H (31.57844, -7.61129, 14.37481)  0.07
H (30.74022, -8.86155, 13.50677)  0.06
H (28.29526, -6.11454, 13.91211)  0.07
H (29.81697, -5.75479, 13.91191)  0.07
C (31.80422, -6.37699, 1.54173)  -0.18
O (30.76957, -6.89730, 2.23510)  -0.18
C (30.66818, -6.51582, 3.63870)  -0.18
C (29.50984, -7.18646, 4.30283)  -0.43
C (29.10910, -6.71442, 5.70658)  -0.07
N (29.67764, -8.65305, 4.40341)  0.03
H (31.84666, -5.28786, 1.53179)  0.08
H (31.61690, -6.68400, 0.51278)  0.09
H (32.80386, -6.66284, 1.86902)  0.09
H (31.58957, -6.72326, 4.18286)  0.13
H (30.33726, -5.47801, 3.67773)  0.13
H (28.67387, -7.01514, 3.62467)  0.14
H (29.70098, -7.03138, 6.56525)  0.08
H (28.12217, -7.09983, 5.96257)  0.07
H (28.93300, -5.64461, 5.81890)  0.07
H (29.62760, -9.02391, 3.46529)  0.06
H (30.61466, -8.90884, 4.68027)  0.07
C (16.26331, -20.16802, 7.92227)  -0.11
O (14.93797, -20.53956, 8.23174)  -0.18
C (14.78452, -21.85816, 8.65401)  -0.22
C (13.31488, -22.15929, 8.94866)  -0.46
C (13.09002, -23.59583, 9.43702)  -0.07
N (12.52625, -22.02533, 7.75254)  0.03
H (16.90097, -20.85502, 7.36594)  0.09
H (16.80166, -19.95435, 8.84566)  0.09
H (16.16817, -19.26049, 7.32609)  0.09
H (15.17057, -22.44946, 7.82369)  0.13
H (15.35258, -22.17792, 9.52760)  0.12
H (12.90591, -21.51394, 9.72607)  0.14
H (13.28855, -24.34170, 8.66737)  0.08
H (12.01259, -23.69933, 9.56564)  0.07
H (13.61875, -23.74475, 10.37848)  0.07
H (12.69522, -21.02957, 7.74773)  0.06
H (11.52176, -22.11433, 7.80875)  0.07

Atomic forces in eV per Å
0.6895 -0.8582 1.6180
-0.8924 1.7505 -0.3812
-0.1252 -1.3204 1.1406
0.1253 0.7651 0.0301
0.7522 -0.8609 -0.1901
-0.6695 1.2965 0.7901
-0.4607 -0.4353 -1.6669
0.7742 -0.1040 0.0482
0.4920 0.1158 -0.3311
-1.6604 2.2948 -0.1378
1.1876 -1.3102 -0.0049
0.0485 0.1180 0.3637
0.1704 0.2959 -0.2964
-0.4016 0.1409 0.2112
-0.1399 0.2881 -0.1198
0.2188 -0.1649 -0.4567
-0.3950 -0.3003 -0.2645
0.1509 -0.0414 -0.6030
0.0552 -0.2962 -0.0531
0.4153 -0.1296 -0.0889
-0.4621 -0.5330 -0.0789
0.0926 -0.1284 -0.2161
-0.1057 -0.6434 0.4574
-0.0526 -0.5078 -0.0416
0.0158 -0.2795 -0.0165
-0.5347 0.1825 -0.3696
1.3809 0.4796 0.4790
-0.9132 0.9705 0.4795
-0.3127 -0.2588 -0.1114
0.5590 -0.5344 -0.1906
-0.2178 0.4117 -0.1250
0.2604 0.1219 1.9692
-0.2635 -1.1635 -0.1058
-0.7837 0.3324 -0.6847
0.6818 0.1010 1.0026
0.4196 -1.7646 0.1382
-0.6702 0.6446 0.9493
-0.0322 0.3053 -0.6825
0.3347 -0.7860 -1.6026
-0.7492 1.4768 0.5192
0.2810 -0.7421 -0.7324
-0.2149 -0.3017 0.0868
-0.2385 0.1838 -0.3215
-0.0083 -0.6165 0.0048
-0.0204 0.0401 -0.0788
0.6463 0.3024 0.2336
-0.0907 0.3191 -0.5223
0.3852 -0.3775 -0.1806
-0.1071 0.2525 -0.0910
-0.0775 -0.0257 -0.2708
0.0166 -0.2116 0.4024
0.1755 0.1158 -0.6015
-0.0841 0.4680 -0.2425
0.3160 0.5558 -0.1708
-0.1160 -0.1210 -0.1255
-0.0724 0.4611 0.8760
0.1096 -0.3370 0.1844
-0.2424 -0.1337 0.2397
0.2967 0.3121 -0.1597
0.0742 0.1774 0.0882
0.4913 -1.0010 -0.5726
-0.3070 -0.2497 0.6849
1.5611 -0.4521 -0.0156
-0.1614 2.4766 -0.4513
0.4776 -2.2630 1.5596
-1.1448 1.2134 0.9441
-0.6337 1.6335 -2.2536
1.5538 -0.3939 2.0697
0.2647 -0.7880 0.1040
-0.9619 -0.1671 -0.7223
0.2812 -0.0434 0.0601
-0.2037 -0.1383 -0.1264
-0.3862 -0.0493 0.0624
0.4244 0.3075 -0.0510
-0.4199 0.3797 0.0740
0.2555 -0.1675 -0.0964
-0.5356 0.2508 -0.2326
-0.3228 0.3158 -0.2428
-0.5097 -0.0697 0.3504
-0.0446 0.3075 -0.6727
0.1657 -0.0649 0.5620
0.1134 -0.5167 -0.4760
0.0301 -0.4456 -0.4431
-0.0627 -0.2277 -0.4004
-0.0247 -0.3605 0.1647
-0.1715 0.7145 0.5508
-0.0202 -0.1028 -0.0185
0.2847 0.1756 -0.3057
-0.2496 0.0124 -0.0509
0.2562 -0.2833 -0.0524
-0.0878 -0.4176 0.1813
-0.9968 -1.4077 0.3509
0.7478 1.8457 -0.1019
-0.1479 -0.9002 0.1687
0.0213 1.0982 1.9668
1.3889 -0.7622 -1.8611
-0.1142 -0.5423 -0.6959
1.4166 1.0963 0.6564
-0.8522 -0.9439 1.2040
-1.6613 1.7306 -0.7448
-0.5731 -1.2589 -1.0335
0.2671 -0.2108 0.2583
-0.3712 0.4674 -0.0441
-0.1302 -0.2254 0.2062
0.1382 -0.1542 0.3116
-0.2260 0.0723 -0.0086
-0.1707 -0.0562 0.0323
0.4614 0.4762 0.4670
0.9289 0.3654 -0.3036
0.0668 -0.4054 -0.2490
-0.2765 -0.2137 0.0942
0.2957 -0.1878 0.6690
0.2175 0.6072 -0.3359
-0.2951 -0.0095 -0.2598
0.2338 -0.1416 0.1123
-0.0766 -0.3988 -0.6932
-0.0413 0.2825 -0.0773
0.0188 -0.5612 -0.0722
-0.0504 0.6357 -0.1788
-0.1320 0.1210 -0.0202
-0.4691 0.9153 -1.6809
0.2177 0.9478 0.5120
-1.5159 -0.4844 1.2467
0.2783 0.3162 -2.1618
0.7821 -0.6366 1.0585
-0.9701 -0.7994 0.1690
0.4159 -0.0280 0.4710
-0.0605 0.0979 0.4612
0.1215 -0.3025 0.0042
0.6107 0.1100 -0.3505
0.2487 -0.2825 0.0464
-0.2237 0.0897 -0.0499
-0.0159 -0.0775 0.2190
-0.2081 0.0779 -0.2052
0.2805 -0.2057 -0.1060
0.7091 -0.4847 -0.4400
-0.2011 0.7544 0.8103
0.1034 -0.7893 0.5481
-1.0980 0.6791 0.0972
-1.2428 -0.5153 -1.3648
1.0143 0.9396 -0.7357
0.8025 1.0981 0.0115
0.2390 -0.4579 0.4873
0.5845 -0.0340 0.4072
0.4438 0.1400 -0.1120
-0.6355 0.3880 -0.1694
-0.1450 -0.2646 0.4524
-0.1706 0.2711 -0.0043
0.6225 -0.1817 -0.4650
0.2866 -0.1414 0.5324
-0.0287 -0.1066 -0.5456
-0.4043 -0.5752 -0.3877
-0.0702 -0.3379 0.6221
-0.3005 -0.1130 0.6244
0.7794 0.0012 -0.4183
-0.1114 1.1774 2.5492
1.6052 -1.7008 -3.4593
-2.3624 -0.0453 0.8621
0.5993 -0.1814 -0.2947
0.4056 -0.1791 0.5512
-0.2082 0.5125 -0.2063
0.1824 -0.1189 -0.1476
-0.0532 -0.6732 0.2642
-0.0750 -0.2176 0.4948
-0.9207 -0.1111 -0.9325
-0.0189 0.0541 0.1551
-0.4319 0.7670 -0.1637
-0.3111 0.7333 0.1394
0.6509 0.2662 0.9065
-0.4698 -0.7192 -0.1951
0.7288 0.4213 -0.0842
0.4944 0.4155 -1.4846
0.4226 -0.8412 0.3740
-0.2689 1.5681 1.9384
0.2320 -2.3826 1.4887
0.0952 0.1044 0.8711
0.1726 0.8798 -1.0789
-0.0497 -0.0272 -0.0394
-0.0636 0.5038 0.4555
-0.4426 -0.3319 -0.0465
-1.1360 0.1938 -0.3484
1.1330 0.3236 -0.1528
-0.2986 0.3151 -0.6694
-0.1928 -0.4214 -0.2715
0.1343 0.0417 -0.5449
0.2962 -0.1463 -0.1679
-0.1163 -0.0994 -0.0413
-0.3966 -0.0901 -0.2987
0.4671 -0.3237 0.2011
-0.9978 -0.9691 2.4674
0.5047 0.5763 -2.5489
2.4694 -0.3712 2.3311
-0.8025 -0.2878 -0.6361
-0.8461 0.3955 -0.8424
-0.3027 -0.1239 -0.5610
0.4891 0.2504 -0.4421
-0.1697 -0.2722 -0.4222
-0.6477 -0.1121 0.5079
0.4453 0.3015 -0.1577
-0.2191 0.2560 -0.1816
-0.3078 0.3914 0.5885
-0.1372 0.2392 0.2293
-0.1454 0.2553 -0.3500
-0.4356 0.0142 -0.3396
0.6303 -0.2135 0.1487
1.1531 1.0139 -1.3780
-1.8535 -0.9853 2.8263
-0.2773 0.7046 -0.8477
-0.2658 -1.7907 0.5670
-0.7402 0.6964 0.3073
-0.3521 -0.1044 -0.6262
-0.3281 0.4408 0.1276
0.4738 -0.0472 -0.1040
0.1314 -0.5618 0.1430
0.2914 0.2448 -0.1057
0.9047 0.6122 -0.0723
-0.2646 -0.0550 0.1033
0.6343 -0.1149 -0.4377
-0.0532 -0.4228 -0.3815
0.4649 0.2932 -0.3149
-0.1886 -0.1712 -0.2326
0.2605 0.2437 0.4304
-0.0700 0.8725 0.3325
0.0909 0.4405 0.1482
-0.4885 -0.8694 -0.3972
-0.4323 -2.5467 0.6572
-0.0463 0.4830 0.1039
0.8480 1.8209 -1.0111
-0.5347 -0.6371 -0.2183
0.1325 0.1843 0.1320
0.1984 0.0512 0.1248
-0.3459 -0.7295 -0.0751
0.3563 0.5746 0.4181
0.4863 0.3606 0.3713
0.6725 0.0776 0.0618
-0.0502 0.0237 0.5278
-0.0852 -0.5126 -0.0523
-0.6792 0.7494 -1.8557
-0.0524 -0.3413 0.7332